[1]
Molecular formula: CH2ClNO
Method: DFT, wB97M-V/def2-TZVPD

Properties
* HOMO-LUMO gap: 11.668 eV
* relative energy (zero: lowest compared OMol25 entry of this formula, charge and spin): 8.17 kcal/mol
* LUMO level: 0.64 eV
* multiplicity: 1
* total charge: 0
* E: -17129.233 eV

Geometry as XYZ:
```
6
CH2ClNO | the OMol25 dataset | wB97M-V/def2-TZVPD
C -1.29489 -0.19278 0.35976
N -2.18023 0.39995 -0.19022
O -0.45529 -0.50018 1.08100
Cl 3.40029 -0.30717 0.22881
H -3.09643 0.23620 -0.53485
H 3.62654 0.36398 -0.94450
```



[2]
Molecular formula: CH2ClNO3S
Method: DFT, wB97M-V/def2-TZVPD

Properties
* HOMO-LUMO gap: 10.244 eV
* relative energy (zero: lowest compared OMol25 entry of this formula, charge and spin): 33.20 kcal/mol
* LUMO level: -0.06 eV
* multiplicity: 1
* total charge: 0
* E: -32058.106 eV

Geometry as XYZ:
```
9
CH2ClNO3S | the OMol25 dataset | wB97M-V/def2-TZVPD
C -2.80651 0.74015 0.01208
N 0.06520 -0.32258 -0.12087
O -2.32051 1.77200 -0.20860
O -1.83388 -1.70733 1.03990
O -1.65124 -1.47155 -1.45497
S -1.51449 -0.92160 -0.11969
Cl -4.38294 0.17502 0.18839
H 0.62956 -0.47681 0.65368
H 0.49835 -0.73823 -0.95436
```



[3]
Molecular formula: CH2ClO3S
Method: DFT, wB97M-V/def2-TZVPD

Properties
* HOMO-LUMO gap: 8.510 eV
* relative energy (zero: lowest compared OMol25 entry of this formula, charge and spin): 23.31 kcal/mol
* LUMO level: 4.01 eV
* multiplicity: 1
* total charge: -1
* E: -30569.988 eV

Geometry as XYZ:
```
8
CH2ClO3S | the OMol25 dataset | wB97M-V/def2-TZVPD
C -0.48197 -0.17906 0.72947
O 0.35350 0.52904 -1.56750
O -0.64712 1.15034 0.75352
O -1.36830 -0.90536 -0.03475
S 0.83701 0.65632 -0.16713
Cl 2.96462 -0.26435 -0.67325
H -0.15394 -0.72875 1.70998
H -1.50379 -0.25818 -0.75034
```



[4]
Molecular formula: CH2ClOP
Method: DFT, wB97M-V/def2-TZVPD

Properties
* HOMO-LUMO gap: 9.173 eV
* relative energy (zero: lowest compared OMol25 entry of this formula, charge and spin): 9.30 kcal/mol
* LUMO level: -0.50 eV
* multiplicity: 1
* total charge: 0
* E: -24927.176 eV

Geometry as XYZ:
```
6
CH2ClOP | the OMol25 dataset | wB97M-V/def2-TZVPD
C 0.12709 -0.77560 -0.84321
O -0.87127 -1.11634 -1.39577
P 0.65493 1.08339 -0.61980
Cl 1.83171 0.93346 1.25004
H 0.82050 -1.62829 -0.42768
H -0.65352 1.68873 -0.22394
```



[5]
Molecular formula: CH2ClOP
Method: DFT, wB97M-V/def2-TZVPD

Properties
* HOMO-LUMO gap (spin up / spin down): 7.614 / 7.607 eV
* relative energy (zero: lowest compared OMol25 entry of this formula, charge and spin): 50.35 kcal/mol
* LUMO level (spin up / spin down): -0.69 / -0.69 eV
* multiplicity: 1
* total charge: 0
* E: -24925.396 eV

Geometry as XYZ:
```
6
CH2ClOP | the OMol25 dataset | wB97M-V/def2-TZVPD
C -0.47866 -0.84932 0.34122
O 1.93807 1.83544 -0.41224
P 0.61202 1.66111 0.21051
Cl -0.83724 0.20004 -1.00567
H -1.34900 -1.24649 0.91232
H 0.11481 -1.60078 -0.04614
```



[6]
Molecular formula: CH2CoFLiO
Method: DFT, wB97M-V/def2-TZVPD

Properties
* HOMO-LUMO gap (spin up / spin down): 7.347 / 9.876 eV
* relative energy (zero: lowest compared OMol25 entry of this formula, charge and spin): 0.00 kcal/mol
* LUMO level (spin up / spin down): -5.36 / -5.42 eV
* multiplicity: 5
* total charge: +1
* E: -43657.370 eV

Geometry as XYZ:
```
7
CH2CoFLiO | the OMol25 dataset | wB97M-V/def2-TZVPD
C 0.62456 -0.65642 0.00263
O -0.67285 -0.05013 0.36353
Li -1.75420 -1.48409 0.62453
Co -0.92967 1.64648 -0.07304
F 0.53786 2.27101 -0.80139
H 1.09498 -0.59223 -0.98118
H 1.09931 -1.13462 0.86492
```



[7]
Molecular formula: CH2EuLiO
Method: DFT, wB97M-V/def2-TZVPD

Properties
* HOMO-LUMO gap (spin up / spin down): 7.063 / 7.176 eV
* relative energy (zero: lowest compared OMol25 entry of this formula, charge and spin): 0.00 kcal/mol
* LUMO level (spin up / spin down): -4.52 / -4.42 eV
* multiplicity: 8
* total charge: +1
* E: -22641.050 eV

Geometry as XYZ:
```
6
CH2EuLiO | the OMol25 dataset | wB97M-V/def2-TZVPD
H 1.94181 2.08738 -0.11775
O -0.31985 -0.53211 -0.30793
C -0.84244 -0.44422 0.85373
Li -2.23626 -1.57412 -0.46009
Eu 1.58376 0.45305 -1.55504
H -0.12703 0.01002 1.58708
```



[8]
Molecular formula: CH2F2N2
Method: DFT, wB97M-V/def2-TZVPD

Properties
* HOMO-LUMO gap: 12.101 eV
* relative energy (zero: lowest compared OMol25 entry of this formula, charge and spin): 100.31 kcal/mol
* LUMO level: 0.95 eV
* multiplicity: 1
* total charge: 0
* E: -9479.267 eV

Geometry as XYZ:
```
7
CH2F2N2 | the OMol25 dataset | wB97M-V/def2-TZVPD
C 0.24824 -0.97008 1.98035
N -0.23239 -1.54463 1.09988
N 0.01363 1.44908 -0.66469
F -0.78903 0.40764 -1.17425
F 0.94922 1.62454 -1.59460
H 0.41316 1.03197 0.11348
H -0.60283 -1.99852 0.23983
```



[9]
Molecular formula: CH2F2N2
Method: DFT, wB97M-V/def2-TZVPD

Properties
* HOMO-LUMO gap: 9.934 eV
* relative energy (zero: lowest compared OMol25 entry of this formula, charge and spin): 33.73 kcal/mol
* LUMO level: 0.65 eV
* multiplicity: 1
* total charge: 0
* E: -9482.154 eV

Geometry as XYZ:
```
7
CH2F2N2 | the OMol25 dataset | wB97M-V/def2-TZVPD
C 0.91927 1.13967 -0.92685
N -1.17580 0.19413 0.05488
N 0.02404 0.28781 0.28252
F 0.87492 2.43214 -0.74213
F 0.33773 0.85666 -2.06647
H 2.08076 0.81030 -0.83426
H -1.62342 -0.35464 0.79224
```



[10]
Molecular formula: CH2F2N2
Method: DFT, wB97M-V/def2-TZVPD

Properties
* HOMO-LUMO gap: 10.749 eV
* relative energy (zero: lowest compared OMol25 entry of this formula, charge and spin): 34.01 kcal/mol
* LUMO level: 0.67 eV
* multiplicity: 1
* total charge: 0
* E: -9482.142 eV

Geometry as XYZ:
```
7
CH2F2N2 | the OMol25 dataset | wB97M-V/def2-TZVPD
C 0.03616 -0.06920 0.21993
N -0.66838 -1.08790 0.40349
N 0.21847 0.55033 -0.93907
F 0.63807 0.63630 1.37390
F -0.84334 -1.49119 1.71768
H -0.31331 0.21541 -1.72407
H 0.93232 1.24625 -1.05185
```



[11]
Molecular formula: CH2F2N2O
Method: DFT, wB97M-V/def2-TZVPD

Properties
* HOMO-LUMO gap: 9.784 eV
* relative energy (zero: lowest compared OMol25 entry of this formula, charge and spin): 69.14 kcal/mol
* LUMO level: 0.20 eV
* multiplicity: 1
* total charge: 0
* E: -11527.027 eV

Geometry as XYZ:
```
8
CH2F2N2O | the OMol25 dataset | wB97M-V/def2-TZVPD
C -1.33825 1.23173 -0.36503
N 0.51711 -0.70442 -0.49957
N 1.08366 -0.34872 0.62597
O 1.15023 -1.38764 -1.22284
F -1.80043 0.50149 0.56867
F -2.10795 0.98788 -1.46339
H 0.39499 0.05126 1.37353
H 2.10064 -0.33159 0.98265
```



[12]
Molecular formula: CH2F2O2
Method: DFT, wB97M-V/def2-TZVPD

Properties
* HOMO-LUMO gap: 12.154 eV
* relative energy (zero: lowest compared OMol25 entry of this formula, charge and spin): 107.06 kcal/mol
* LUMO level: 0.65 eV
* multiplicity: 1
* total charge: 0
* E: -10595.511 eV

Geometry as XYZ:
```
7
CH2F2O2 | the OMol25 dataset | wB97M-V/def2-TZVPD
C -1.06243 0.13838 0.19509
O -0.51587 -0.87961 0.07538
O 2.80679 -0.19632 -0.69688
F -0.39325 1.31888 -0.13260
F 3.41010 0.19009 0.52179
H 1.90112 0.03334 -0.50769
H -2.14649 0.24234 0.43775
```



[13]
Molecular formula: CH2F2O2
Method: DFT, wB97M-V/def2-TZVPD

Properties
* HOMO-LUMO gap (spin up / spin down): 6.668 / 7.133 eV
* relative energy (zero: lowest compared OMol25 entry of this formula, charge and spin): 17.96 kcal/mol
* LUMO level (spin up / spin down): 0.73 / -4.78 eV
* multiplicity: 3
* total charge: 0
* E: -10592.505 eV

Geometry as XYZ:
```
7
CH2F2O2 | the OMol25 dataset | wB97M-V/def2-TZVPD
C 3.05675 0.76124 -0.53940
O 3.10241 1.88237 -0.89789
O -0.08016 0.27253 0.05948
F 2.84566 -0.30697 -1.24025
F 3.03436 0.30790 0.71259
H 0.26025 -0.59707 0.06230
H -0.68090 0.28355 -0.59546
```



[14]
Molecular formula: CH2F3N
Method: DFT, wB97M-V/def2-TZVPD

Properties
* HOMO-LUMO gap: 11.380 eV
* relative energy (zero: lowest compared OMol25 entry of this formula, charge and spin): 84.58 kcal/mol
* LUMO level: 1.07 eV
* multiplicity: 1
* total charge: 0
* E: -10708.827 eV

Geometry as XYZ:
```
7
CH2F3N | the OMol25 dataset | wB97M-V/def2-TZVPD
C -0.64622 0.20416 0.30366
N 0.77208 -0.04260 -0.83858
F -0.22676 -0.01647 1.53501
F -0.99067 1.46562 0.15225
F 0.93259 -1.41269 -0.83712
H -1.39904 -0.50473 -0.04059
H 1.55802 0.30671 -0.27463
```



[15]
Molecular formula: CH2F3NO
Method: DFT, wB97M-V/def2-TZVPD

Properties
* HOMO-LUMO gap: 9.596 eV
* relative energy (zero: lowest compared OMol25 entry of this formula, charge and spin): 70.72 kcal/mol
* LUMO level: -1.58 eV
* multiplicity: 1
* total charge: 0
* E: -12754.819 eV

Geometry as XYZ:
```
8
CH2F3NO | the OMol25 dataset | wB97M-V/def2-TZVPD
C 0.42761 0.35651 0.04174
N -1.38552 0.29735 -0.07064
O 0.59872 -0.90631 -0.12015
F 0.70550 0.89769 1.22112
F 0.82236 1.19114 -0.90370
F 2.06262 -1.34694 -0.10795
H -1.66584 -0.16483 0.79315
H -1.56544 -0.32462 -0.85356
```



[16]
Molecular formula: CH2F3NOS
Method: DFT, wB97M-V/def2-TZVPD

Properties
* HOMO-LUMO gap: 9.772 eV
* relative energy (zero: lowest compared OMol25 entry of this formula, charge and spin): 41.45 kcal/mol
* LUMO level: 0.37 eV
* multiplicity: 1
* total charge: 0
* E: -23592.757 eV

Geometry as XYZ:
```
9
CH2F3NOS | the OMol25 dataset | wB97M-V/def2-TZVPD
C -0.99067 0.10702 -2.42680
N 0.48657 2.56257 -1.38018
O 0.55429 0.70665 0.08624
F -0.17385 0.67907 -3.32362
F -2.23844 0.15169 -2.91986
F -0.69827 -1.13287 -2.11115
S -0.47262 1.43399 -0.64664
H 0.09803 3.09439 -2.12925
H 1.35162 2.36687 -1.80312
```



[17]
Molecular formula: CH2F4P2S
Method: DFT, wB97M-V/def2-TZVPD

Properties
* HOMO-LUMO gap: 8.558 eV
* relative energy (zero: lowest compared OMol25 entry of this formula, charge and spin): 10.68 kcal/mol
* LUMO level: -1.20 eV
* multiplicity: 1
* total charge: 0
* E: -41354.605 eV

Geometry as XYZ:
```
10
CH2F4P2S | the OMol25 dataset | wB97M-V/def2-TZVPD
C -0.83706 -0.17159 0.14211
F 0.81745 -2.87077 -0.22546
F 1.35371 -1.54510 1.71224
F -1.50498 2.30091 -0.18931
F 0.69003 2.00761 0.52697
P 1.39924 -1.35956 0.05433
P -0.26352 1.30342 -0.56946
S 0.55551 1.39912 -2.31755
H -0.66159 -0.22903 1.30474
H -1.54879 -0.83502 -0.43861
```



[18]
Molecular formula: CH2FIS
Method: DFT, wB97M-V/def2-TZVPD

Properties
* HOMO-LUMO gap: 9.164 eV
* relative energy (zero: lowest compared OMol25 entry of this formula, charge and spin): 29.06 kcal/mol
* LUMO level: -0.16 eV
* multiplicity: 1
* total charge: 0
* E: -22721.039 eV

Geometry as XYZ:
```
6
CH2FIS | the OMol25 dataset | wB97M-V/def2-TZVPD
C 1.29513 -0.76502 -0.07963
F 1.09924 -1.83432 0.68660
S 0.28025 0.91516 0.83684
I 3.24460 -0.06555 0.00042
H -0.79683 0.66601 1.50618
H 0.80287 -0.81803 -1.00908
```



[19]
Molecular formula: CH2FN
Method: DFT, wB97M-V/def2-TZVPD

Properties
* HOMO-LUMO gap: 10.013 eV
* relative energy (zero: lowest compared OMol25 entry of this formula, charge and spin): 115.67 kcal/mol
* LUMO level: -0.80 eV
* multiplicity: 1
* total charge: 0
* E: -5271.250 eV

Geometry as XYZ:
```
5
CH2FN | the OMol25 dataset | wB97M-V/def2-TZVPD
C 0.15739 -0.24799 -0.12918
N -0.56222 0.56621 0.42717
F -0.10082 1.91299 0.42147
H -0.57592 -1.92435 -0.05457
H 1.08156 -0.30686 -0.66489
```



[20]
Molecular formula: CH2FN2O2
Method: DFT, wB97M-V/def2-TZVPD

Properties
* HOMO-LUMO gap (spin up / spin down): 7.310 / 7.315 eV
* relative energy (zero: lowest compared OMol25 entry of this formula, charge and spin): 137.18 kcal/mol
* LUMO level (spin up / spin down): 4.19 / 4.19 eV
* multiplicity: 1
* total charge: -1
* E: -10857.215 eV

Geometry as XYZ:
```
8
CH2FN2O2 | the OMol25 dataset | wB97M-V/def2-TZVPD
C 0.84151 0.52563 0.24179
N -0.44100 0.74515 -0.11189
N -1.26257 -0.27944 -0.01778
O -0.87869 -1.37125 0.44887
O -2.42637 -0.07586 -0.32199
F 1.74452 1.48773 0.14391
H 1.47865 -0.62345 -1.19471
H 0.94395 -0.40853 0.81180
```